Entry from the OMol25 dataset: a structure of composition C30H35AsN9O7PRhS (ωB97M-V/def2-TZVPD).

Calculated values
* frontier orbital gap (alpha / beta): 5.93 / 5.93 eV
* LUMO (alpha / beta): -4.75 / -4.75 eV
* HOMO (alpha / beta): -10.68 / -10.68 eV

Structure (ORCA input):
```
! wB97M-V def2-TZVPD RIJCOSX def2/J DEFGRID3
* xyz 1 1
Rh -0.206 0.846 -0.473
C -3.118 4.098 -0.047
C -2.434 2.915 0.248
N -1.692 2.325 -0.675
C -1.641 2.897 -1.905
C -2.337 4.060 -2.161
N -3.069 4.673 -1.232
C -0.811 2.204 -2.905
C -0.647 2.564 -4.228
C 0.173 1.802 -5.063
C 0.796 0.679 -4.512
C 0.601 0.368 -3.183
N -0.199 1.120 -2.421
C 1.261 -0.714 -2.434
C 1.968 -1.746 -3.018
N 2.554 -2.698 -2.295
C 2.446 -2.602 -0.984
C 1.732 -1.575 -0.364
N 1.122 -0.655 -1.088
C 0.399 2.186 -6.481
C 0.014 3.433 -6.966
C 0.249 3.742 -8.297
N 0.831 2.911 -9.155
C 1.204 1.724 -8.691
C 1.010 1.317 -7.380
H -3.706 4.582 0.722
H -2.467 2.458 1.227
H -2.306 4.525 -3.138
H -1.154 3.438 -4.602
H 1.464 0.070 -5.101
H 2.058 -1.822 -4.094
H 2.932 -3.359 -0.382
H 1.638 -1.506 0.699
H -0.449 4.180 -6.339
H -0.045 4.709 -8.689
H 1.680 1.059 -9.401
H 1.323 0.321 -7.099
O 2.772 0.763 0.928
As 2.101 2.393 1.034
O 3.265 3.444 0.636
O 0.856 2.427 -0.215
C 1.571 2.660 2.879
C 2.379 3.598 3.515
C 2.227 3.841 4.874
C 1.283 3.144 5.608
C 0.458 2.221 4.981
C 0.599 1.985 3.623
S -0.603 0.930 2.859
O -0.760 -0.307 3.568
O -1.820 1.703 2.755
O 0.090 0.768 1.535
H 3.691 0.912 0.656
H 3.131 4.117 2.934
H 2.856 4.576 5.358
H 1.179 3.323 6.669
H -0.308 1.692 5.534
C 0.151 -3.286 4.432
N 0.482 -2.817 3.085
C 1.533 -1.804 3.140
P -0.776 -2.776 1.985
O -0.757 -1.723 0.930
N -2.274 -2.879 2.670
C -2.795 -4.075 3.308
C -3.223 -1.776 2.659
N -0.600 -4.288 1.297
C -1.488 -4.625 0.199
C 0.394 -5.300 1.582
H 1.077 -3.542 4.947
H -0.463 -4.183 4.399
H -0.373 -2.515 5.006
H 2.519 -2.275 3.063
H 1.487 -1.261 4.084
H 1.429 -1.061 2.360
H -2.107 -4.909 3.193
H -3.744 -4.358 2.841
H -2.980 -3.908 4.373
H -2.791 -0.904 2.183
H -3.517 -1.500 3.675
H -4.121 -2.074 2.107
H -2.282 -3.884 0.112
H -1.949 -5.605 0.356
H -0.947 -4.658 -0.753
H 1.187 -4.896 2.205
H 0.836 -5.667 0.649
H -0.044 -6.167 2.092
*
```

Charges obtained by Löwdin population analysis, quoted in units of e: atom 1 (Rh): 1.292, atom 2 (C): -0.052, atom 3 (C): -0.022, atom 4 (N): 0.026, atom 5 (C): -0.161, atom 6 (C): -0.035, atom 7 (N): 0.124, atom 8 (C): -0.151, atom 9 (C): 0.084, atom 10 (C): -0.086, atom 11 (C): 0.082, atom 12 (C): -0.147, atom 13 (N): 0.007, atom 14 (C): -0.148, atom 15 (C): -0.040, atom 16 (N): 0.124, atom 17 (C): -0.050, atom 18 (C): -0.069, atom 19 (N): 0.037, atom 20 (C): -0.158, atom 21 (C): -0.003, atom 22 (C): -0.114, atom 23 (N): 0.084, atom 24 (C): -0.115, atom 25 (C): -0.005, atom 26 (H): 0.128, atom 27 (H): 0.081, atom 28 (H): 0.124, atom 29 (H): 0.111, atom 30 (H): 0.113, atom 31 (H): 0.125, atom 32 (H): 0.127, atom 33 (H): 0.065, atom 34 (H): 0.107, atom 35 (H): 0.116, atom 36 (H): 0.116, atom 37 (H): 0.106, atom 38 (O): -0.246, atom 39 (As): 0.969, atom 40 (O): -0.418, atom 41 (O): -0.474, atom 42 (C): -0.220, atom 43 (C): -0.074, atom 44 (C): -0.048, atom 45 (C): -0.046, atom 46 (C): -0.042, atom 47 (C): -0.252, atom 48 (S): 0.526, atom 49 (O): -0.282, atom 50 (O): -0.298, atom 51 (O): -0.531, atom 52 (H): 0.066, atom 53 (H): 0.103, atom 54 (H): 0.115, atom 55 (H): 0.116, atom 56 (H): 0.126, atom 57 (C): -0.098, atom 58 (N): -0.296, atom 59 (C): -0.114, atom 60 (P): 0.541, atom 61 (O): -0.314, atom 62 (N): -0.293, atom 63 (C): -0.110, atom 64 (C): -0.099, atom 65 (N): -0.314, atom 66 (C): -0.113, atom 67 (C): -0.112, atom 68 (H): 0.093, atom 69 (H): 0.065, atom 70 (H): 0.089, atom 71 (H): 0.096, atom 72 (H): 0.087, atom 73 (H): 0.024, atom 74 (H): 0.068, atom 75 (H): 0.089, atom 76 (H): 0.091, atom 77 (H): 0.048, atom 78 (H): 0.093, atom 79 (H): 0.089, atom 80 (H): 0.076, atom 81 (H): 0.087, atom 82 (H): 0.081, atom 83 (H): 0.070, atom 84 (H): 0.080, atom 85 (H): 0.083


Entry from the OMol25 dataset: a structure of composition C30H35F5N2O3PS4V (ωB97M-V/def2-TZVPD).

Calculated values
* relative energy (zero: lowest compared OMol25 entry of this formula, charge and spin): 71.4 kJ/mol
* frontier orbital gap (alpha / beta): 6.69 / 6.27 eV
* LUMO (alpha / beta): 2.41 / 2.41 eV
* ⟨S²⟩: 0.77
* HOMO (alpha / beta): -4.28 / -3.86 eV

Structure (ORCA input):
```
! wB97M-V def2-TZVPD RIJCOSX def2/J DEFGRID3
* xyz -1 2
V -0.774 -0.685 -0.559
C -2.471 -2.020 -0.807
C -2.225 -1.370 -2.043
C -0.942 -1.785 -2.487
C -0.423 -2.726 -1.559
C -1.368 -2.876 -0.523
C -1.390 -3.905 0.565
C 0.814 -3.526 -1.848
C -0.304 -1.508 -3.812
C -3.215 -0.620 -2.886
C -3.705 -1.989 0.042
H -1.397 -3.446 1.555
H -0.528 -4.564 0.508
H -2.294 -4.508 0.472
H 1.710 -2.901 -1.809
H 0.745 -3.942 -2.858
H 0.949 -4.346 -1.146
H 0.739 -1.219 -3.679
H -0.816 -0.706 -4.336
H -0.335 -2.407 -4.436
H -2.770 0.279 -3.313
H -4.099 -0.346 -2.313
H -3.541 -1.256 -3.712
H -3.415 -1.975 1.095
H -4.311 -2.885 -0.129
H -4.313 -1.107 -0.163
F -1.499 4.288 4.874
C -1.342 3.126 4.201
C -2.060 2.878 3.033
F -2.940 3.793 2.575
C -1.861 1.690 2.362
F -2.563 1.411 1.235
C -0.961 0.696 2.791
S -0.765 -0.747 1.918
C -0.288 0.966 4.001
F 0.547 0.049 4.511
C -0.465 2.153 4.681
F 0.204 2.390 5.825
C -4.234 2.849 -2.327
C -3.462 2.441 -1.081
O -2.076 2.688 -1.242
P -0.905 1.532 -1.273
O -0.638 1.326 -2.854
C -0.357 2.404 -3.748
C -1.170 2.268 -5.030
O 0.321 2.548 -1.028
C 0.536 3.246 0.188
C 0.012 4.668 0.042
H -5.299 2.750 -2.135
H -3.968 2.213 -3.166
H -4.013 3.884 -2.581
H -3.637 1.383 -0.859
H -3.800 3.043 -0.227
H 0.709 2.369 -3.986
H -0.589 3.357 -3.267
H -1.016 1.291 -5.485
H -0.852 3.029 -5.739
H -2.230 2.396 -4.826
H 1.617 3.239 0.364
H 0.052 2.738 1.028
H 0.532 5.156 -0.780
H 0.158 5.241 0.953
H -1.048 4.642 -0.197
S 2.944 -4.675 2.850
C 2.862 -3.222 2.076
S 1.459 -2.762 1.152
C 2.273 -1.247 0.706
N 3.434 -1.144 1.254
N 3.775 -2.216 2.016
C 5.003 -2.132 2.683
C 5.574 -0.869 2.849
C 6.787 -0.734 3.493
C 7.448 -1.848 3.987
C 6.890 -3.102 3.805
C 5.680 -3.252 3.155
S 1.588 -0.143 -0.370
H 5.050 -0.007 2.471
H 7.220 0.250 3.607
H 8.388 -1.739 4.512
H 7.400 -3.985 4.164
H 5.253 -4.231 3.023
*
```

Charges obtained by Löwdin population analysis, quoted in units of e: atom 1 (V): 0.192, atom 2 (C): -0.321, atom 3 (C): -0.311, atom 4 (C): -0.311, atom 5 (C): -0.296, atom 6 (C): -0.317, atom 7 (C): -0.076, atom 8 (C): -0.059, atom 9 (C): -0.030, atom 10 (C): -0.031, atom 11 (C): -0.031, atom 12 (H): 0.046, atom 13 (H): 0.053, atom 14 (H): 0.084, atom 15 (H): 0.068, atom 16 (H): 0.080, atom 17 (H): 0.058, atom 18 (H): 0.087, atom 19 (H): 0.052, atom 20 (H): 0.083, atom 21 (H): 0.049, atom 22 (H): 0.069, atom 23 (H): 0.088, atom 24 (H): 0.065, atom 25 (H): 0.084, atom 26 (H): 0.069, atom 27 (F): 0.089, atom 28 (C): -0.137, atom 29 (C): -0.150, atom 30 (F): 0.093, atom 31 (C): -0.243, atom 32 (F): 0.021, atom 33 (C): -0.527, atom 34 (S): 0.740, atom 35 (C): -0.224, atom 36 (F): 0.087, atom 37 (C): -0.143, atom 38 (F): 0.100, atom 39 (C): -0.066, atom 40 (C): -0.302, atom 41 (O): -0.271, atom 42 (P): 0.750, atom 43 (O): -0.305, atom 44 (C): -0.264, atom 45 (C): -0.067, atom 46 (O): -0.325, atom 47 (C): -0.278, atom 48 (C): -0.066, atom 49 (H): 0.075, atom 50 (H): 0.048, atom 51 (H): 0.077, atom 52 (H): 0.088, atom 53 (H): 0.115, atom 54 (H): 0.122, atom 55 (H): 0.109, atom 56 (H): 0.066, atom 57 (H): 0.073, atom 58 (H): 0.060, atom 59 (H): 0.121, atom 60 (H): 0.097, atom 61 (H): 0.074, atom 62 (H): 0.072, atom 63 (H): 0.062, atom 64 (S): 0.574, atom 65 (C): -1.046, atom 66 (S): 0.961, atom 67 (C): -1.028, atom 68 (N): -0.002, atom 69 (N): -0.146, atom 70 (C): -0.192, atom 71 (C): -0.021, atom 72 (C): -0.097, atom 73 (C): -0.113, atom 74 (C): -0.094, atom 75 (C): -0.060, atom 76 (S): 0.653, atom 77 (H): 0.101, atom 78 (H): 0.097, atom 79 (H): 0.092, atom 80 (H): 0.098, atom 81 (H): 0.013


Entry from the OMol25 dataset: a structure of composition C30H35FN5O2S2SiTi (ωB97M-V/def2-TZVPD).

Calculated values
* relative energy (zero: lowest compared OMol25 entry of this formula, charge and spin): 16.9 kJ/mol
* frontier orbital gap (alpha / beta): 4.96 / 7.10 eV
* LUMO (alpha / beta): 2.63 / 2.36 eV
* ⟨S²⟩: 2.04
* HOMO (alpha / beta): -2.33 / -4.74 eV

Structure (ORCA input):
```
! wB97M-V def2-TZVPD RIJCOSX def2/J DEFGRID3
* xyz -1 3
Ti -0.483 0.251 -0.353
C -1.592 -3.993 0.019
C -0.928 -2.746 -0.483
N -0.954 -1.611 0.295
N -1.522 -1.804 1.536
C -1.718 -0.773 2.275
S -1.346 0.880 1.872
S -2.527 -1.105 3.842
C -4.225 -0.818 3.249
C -4.813 -2.013 2.546
C -4.826 -2.069 1.159
C -5.356 -3.171 0.496
C -5.877 -4.234 1.217
C -5.853 -4.194 2.609
C -5.323 -3.093 3.264
C -0.281 -2.788 -1.761
C -0.220 -4.005 -2.494
C 0.377 -4.099 -3.736
C 0.959 -2.976 -4.322
C 0.938 -1.773 -3.628
C 0.345 -1.673 -2.382
O 0.375 -0.486 -1.748
H -2.212 -3.775 0.880
H -0.853 -4.745 0.322
H -2.213 -4.438 -0.762
H -4.157 0.039 2.578
H -4.818 -0.534 4.119
H -4.375 -1.257 0.596
H -5.344 -3.202 -0.588
H -6.289 -5.094 0.703
H -6.243 -5.027 3.181
H -5.289 -3.070 4.349
H -0.647 -4.897 -2.060
H 0.396 -5.054 -4.248
H 1.426 -3.035 -5.297
H 1.390 -0.878 -4.038
C -1.515 3.475 -1.598
Si 0.236 3.505 -0.977
C 1.276 3.953 -2.465
C 0.282 4.903 0.262
N 0.697 1.979 -0.289
C 1.982 1.805 0.215
C 3.002 2.777 0.238
C 4.272 2.519 0.740
C 4.600 1.275 1.258
C 3.618 0.290 1.273
C 2.378 0.586 0.773
F 1.426 -0.391 0.824
H -1.747 4.468 -2.001
H -2.232 3.235 -0.808
H -1.632 2.737 -2.390
H 0.797 4.764 -3.025
H 1.360 3.084 -3.125
H 2.289 4.272 -2.210
H -0.265 5.766 -0.134
H 1.292 5.232 0.519
H -0.207 4.582 1.188
H 2.787 3.764 -0.153
H 5.012 3.311 0.727
H 5.590 1.071 1.645
H 3.798 -0.701 1.670
N -2.162 0.473 -1.215
C -3.389 0.421 -1.160
N -4.352 0.901 -1.971
C -5.765 0.750 -1.681
C -6.459 2.063 -1.973
O -6.238 2.472 -3.317
C -4.849 2.639 -3.583
C -4.078 1.362 -3.328
H -5.889 0.473 -0.637
H -6.199 -0.036 -2.311
H -6.081 2.830 -1.287
H -7.537 1.969 -1.846
H -4.442 3.442 -2.958
H -4.770 2.929 -4.630
H -3.010 1.526 -3.426
H -4.384 0.593 -4.048
*
```

Charges obtained by Löwdin population analysis, quoted in units of e: atom 1 (Ti): 0.808, atom 2 (C): -0.054, atom 3 (C): -0.236, atom 4 (N): -0.130, atom 5 (N): -0.072, atom 6 (C): -1.100, atom 7 (S): 0.566, atom 8 (S): 0.827, atom 9 (C): -0.443, atom 10 (C): -0.295, atom 11 (C): -0.052, atom 12 (C): -0.088, atom 13 (C): -0.108, atom 14 (C): -0.098, atom 15 (C): -0.059, atom 16 (C): -0.120, atom 17 (C): -0.054, atom 18 (C): -0.125, atom 19 (C): -0.120, atom 20 (C): -0.036, atom 21 (C): -0.294, atom 22 (O): -0.202, atom 23 (H): 0.053, atom 24 (H): 0.087, atom 25 (H): 0.072, atom 26 (H): 0.061, atom 27 (H): 0.072, atom 28 (H): 0.078, atom 29 (H): 0.101, atom 30 (H): 0.092, atom 31 (H): 0.094, atom 32 (H): 0.109, atom 33 (H): 0.086, atom 34 (H): 0.088, atom 35 (H): 0.086, atom 36 (H): 0.110, atom 37 (C): -0.188, atom 38 (Si): 0.358, atom 39 (C): -0.169, atom 40 (C): -0.169, atom 41 (N): -0.171, atom 42 (C): -0.289, atom 43 (C): -0.046, atom 44 (C): -0.107, atom 45 (C): -0.116, atom 46 (C): -0.020, atom 47 (C): -0.215, atom 48 (F): -0.004, atom 49 (H): 0.037, atom 50 (H): 0.036, atom 51 (H): 0.006, atom 52 (H): 0.027, atom 53 (H): 0.036, atom 54 (H): 0.017, atom 55 (H): 0.027, atom 56 (H): 0.018, atom 57 (H): 0.037, atom 58 (H): 0.067, atom 59 (H): 0.095, atom 60 (H): 0.091, atom 61 (H): 0.118, atom 62 (N): -0.030, atom 63 (C): -0.195, atom 64 (N): -0.121, atom 65 (C): -0.148, atom 66 (C): -0.196, atom 67 (O): -0.139, atom 68 (C): -0.190, atom 69 (C): -0.131, atom 70 (H): 0.119, atom 71 (H): 0.127, atom 72 (H): 0.127, atom 73 (H): 0.122, atom 74 (H): 0.120, atom 75 (H): 0.123, atom 76 (H): 0.105, atom 77 (H): 0.130


| no. | E_tot (Eh) | maximum force (Eh/bohr) |
| --- | --- | --- |
| 1 | -5269.404075 | 0.0264 |
| 2 | -4876.975570 | 0.0350 |
| 3 | -3623.795630 | 0.0258 |